No. 1
{
  "formula": "C8H30O12Sr2",
  "method": "wB97M-V/def2-TZVPD",
  "total_energy_ha": -1286.232282,
  "lumo_ev": -9.347,
  "charge": 2,
  "symbols": ["Sr", "Sr", "C", "C", "O", "O", "H", "H", "H", "C", "C", "O", "O", "H", "H", "H", "C", "O", "H", "H", "H", "H", "C", "O", "H", "H", "H", "H", "C", "O", "H", "H", "H", "H", "C", "O", "H", "H", "H", "H", "O", "H", "H", "O", "H", "H", "O", "H", "H", "O", "H", "H"],
  "coordinates": [[-4.408313, -3.288686, -3.010809], [1.296184, -1.344723, -6.802699], [0.315995, 1.132678, -0.706396], [-0.551061, 0.019116, -1.217056], [-1.502977, -0.462670, -0.517924], [-0.345544, -0.392929, -2.398240], [0.202841, 1.959899, -1.407103], [1.326668, 0.725786, -0.673936], [0.095455, 1.464141, 0.308300], [-0.955306, -7.889753, -6.622796], [-1.860035, -6.828388, -5.943287], [-2.886501, -7.116864, -5.270735], [-1.610361, -5.634262, -6.160627], [-0.958023, -7.852094, -7.712140], [-1.291495, -8.870008, -6.284897], [0.082019, -7.778365, -6.307144], [-0.166865, 2.122482, 7.310679], [-0.430903, 2.232089, 5.900157], [0.665220, 1.469662, 7.574395], [-0.023916, 3.038981, 7.883120], [-1.053360, 1.684970, 7.769822], [0.414420, 2.509694, 5.539651], [4.757044, 3.384971, 5.477281], [4.004213, 3.155846, 4.274129], [5.484676, 4.173637, 5.285856], [4.167546, 3.679726, 6.345452], [5.263998, 2.468616, 5.779602], [4.438034, 2.433478, 3.814148], [5.063619, -2.006448, 2.031881], [5.785059, -0.778744, 1.914097], [5.755934, -2.757890, 2.411556], [4.144677, -1.828897, 2.590575], [4.698203, -2.345841, 1.062676], [6.426384, -0.779621, 1.199735], [-2.838379, 5.912083, -3.997445], [-1.659100, 6.240309, -4.797984], [-2.652263, 5.102952, -3.291218], [-3.149774, 6.768640, -3.399577], [-3.603200, 5.636802, -4.723651], [-1.869595, 6.921105, -5.441260], [1.291238, 3.008465, -6.099093], [0.631168, 3.620924, -5.774383], [2.009928, 3.565998, -6.397196], [-3.427213, -5.761708, 0.211962], [-3.899208, -6.129093, 0.959277], [-2.502742, -5.868849, 0.435792], [-2.532418, -1.557597, 3.976018], [-2.782489, -1.641662, 3.055890], [-2.136792, -0.688235, 4.038730], [-6.056267, 1.674251, 2.377141], [-5.188100, 1.287939, 2.261846], [-5.978325, 2.208089, 3.167827]],
  "forces_ev_per_angstrom": [[0.86, -0.58, 0.40], [-0.15, 0.12, 0.57], [0.16, -0.14, 0.49], [-2.28, -1.41, 0.02], [0.88, 0.59, -0.42], [0.41, -0.04, -0.72], [0.40, 0.02, 0.07], [0.20, 0.38, -0.32], [-0.33, -0.11, -0.16], [-0.51, -0.31, 0.99], [-1.40, -0.58, -0.09], [0.63, -0.84, 0.06], [1.42, 2.59, -0.48], [-0.32, 0.25, 0.10], [0.05, -0.04, -0.21], [-0.03, 0.21, 0.11], [-0.89, -0.56, 0.54], [0.69, 0.18, 1.09], [0.16, -0.14, -0.41], [0.12, 0.55, -0.62], [-0.05, -0.16, -0.19], [-0.01, 0.11, -0.47], [0.41, -0.21, -0.33], [-0.22, 0.06, 0.69], [0.15, -0.03, 0.14], [-0.55, 0.08, -0.43], [0.21, 0.03, -0.02], [-0.04, 0.02, -0.06], [0.56, 0.32, -1.00], [-0.55, 0.49, 0.32], [-0.54, -0.24, 0.46], [0.50, -0.04, 0.54], [0.11, -0.10, -0.30], [-0.10, -0.40, 0.00], [0.45, 0.80, -1.11], [-0.05, -0.80, 1.00], [0.44, -0.07, -0.40], [-0.10, 0.08, -0.13], [-0.40, -0.14, 0.45], [-0.30, 0.06, 0.17], [0.06, -0.71, -0.22], [-0.30, 0.23, 0.20], [0.22, 0.22, -0.05], [-0.20, 0.40, -0.55], [-0.21, -0.12, 0.22], [0.31, -0.04, 0.06], [-0.13, -0.24, 0.10], [0.01, 0.00, -0.23], [0.18, 0.27, 0.11], [-0.17, -0.11, -0.27], [0.24, -0.06, 0.02], [-0.04, 0.16, 0.23]],
  "lowdin_charge": [1.79, 1.77, -0.02, -0.77, -0.09, -0.16, 0.08, 0.08, 0.08, -0.02, -0.77, -0.07, -0.13, 0.07, 0.07, 0.06, -0.16, -0.12, 0.07, 0.07, 0.07, 0.06, -0.15, -0.13, 0.07, 0.07, 0.08, 0.06, -0.16, -0.14, 0.08, 0.08, 0.06, 0.07, -0.13, -0.15, 0.07, 0.08, 0.07, 0.07, -0.07, 0.04, 0.04, -0.07, 0.04, 0.04, -0.05, 0.02, 0.03, -0.06, 0.02, 0.04]
}

***

No. 2
{
  "formula": "C5H9BeO3",
  "method": "wB97M-V/def2-TZVPD",
  "spin_multiplicity": 2,
  "e_above_lowest_kcal_mol": 0.0,
  "total_energy_ha": -436.317161,
  "s_squared": 0.757,
  "lumo_ev": [0.686, -0.288],
  "symbols": ["O", "C", "C", "H", "H", "H", "O", "C", "C", "O", "C", "Be", "H", "H", "H", "H", "H", "H"],
  "coordinates": [[-1.335038, 1.495430, -0.635012], [-2.302535, 0.629763, -0.400283], [-2.299702, -0.346787, 0.558597], [-3.137112, 0.649648, -1.121943], [-3.292364, -0.561051, 0.967753], [-1.635615, -0.625871, 1.381160], [1.498213, 2.067605, -0.084465], [2.264104, 0.999465, 0.363907], [1.762148, -0.324720, -0.204978], [0.328141, -0.329532, -0.046519], [-0.341174, -1.476666, -0.374326], [-0.035196, 1.241806, -0.176847], [2.254430, 0.925142, 1.471698], [3.327102, 1.090622, 0.066919], [2.187758, -1.188963, 0.323793], [1.971938, -0.403693, -1.283289], [-1.361574, -1.445015, -0.754074], [0.146468, -2.397176, -0.052092]],
  "forces_ev_per_angstrom": [[-1.93, 0.52, -1.11], [-0.56, -0.87, 1.13], [-2.58, 1.73, 1.46], [0.16, 0.33, 0.63], [-0.16, -0.70, -1.07], [0.53, 0.90, -0.61], [-2.90, -1.85, -0.12], [0.55, -0.13, 0.37], [1.29, -0.48, -0.25], [0.29, 0.43, 0.35], [0.51, -1.89, -0.88], [4.13, 1.56, 0.24], [0.03, -0.01, -0.22], [-0.27, -0.02, 0.05], [-0.17, 0.14, -0.13], [-0.09, 0.01, 0.31], [1.20, -0.02, -0.13], [-0.04, 0.34, -0.04]],
  "lowdin_charge": [-0.09, -0.28, -0.07, 0.13, 0.07, 0.07, -0.17, -0.33, -0.12, -0.20, 0.03, 0.29, 0.12, 0.12, 0.14, 0.14, 0.06, 0.10]
}